Entry from OMol25: 4 unconnected molecules or ions with the total composition C58H59O11P (ωB97M-V/def2-TZVPD).

Last column: Löwdin charge in e.
Geometry (Å):
C -5.85 -2.49 2.36  -0.0985
C -4.65 -1.55 2.17  -0.2684
C -4.30 -0.77 3.43  -0.2190
C -3.14 0.24 3.25  -0.1906
C -3.48 1.70 3.59  -0.1906
C -3.47 2.65 2.38  -0.2056
C -4.85 2.99 1.83  -0.1707
C -5.67 1.73 1.59  -0.2064
O -6.65 1.97 0.57  -0.1578
P -7.05 0.74 -0.37  0.4027
O -6.81 -0.57 0.24  -0.2199
O -8.54 1.09 -0.79  -0.1501
C -9.54 0.98 0.24  -0.2080
C -10.90 1.27 -0.37  -0.1657
C -12.06 0.93 0.57  -0.4289
C -12.27 -0.59 0.68  -0.0803
C -13.35 1.62 0.09  -0.0752
O -6.32 1.00 -1.75  -0.1074
C -5.15 0.21 -2.07  -0.2330
O -4.16 1.02 -2.58  -0.0891
C -3.25 1.52 -1.62  -0.2442
C -2.16 0.52 -1.26  -0.0609
H -6.64 -2.29 1.62  0.0430
H -5.57 -3.54 2.25  0.0647
H -6.30 -2.36 3.34  0.0676
H -3.77 -2.15 1.91  0.1076
H -4.82 -0.88 1.33  0.0501
H -5.19 -0.27 3.83  0.0987
H -4.02 -1.51 4.19  0.1108
H -2.80 0.18 2.22  0.0910
H -2.31 -0.08 3.87  0.0943
H -2.75 2.07 4.32  0.1039
H -4.45 1.75 4.09  0.1050
H -2.85 2.20 1.60  0.0952
H -2.96 3.58 2.66  0.1083
H -4.73 3.51 0.88  0.1138
H -5.36 3.66 2.52  0.1183
H -5.02 0.90 1.30  0.0842
H -6.20 1.42 2.50  0.1293
H -9.51 -0.02 0.66  0.1148
H -9.31 1.70 1.04  0.1283
H -10.95 2.31 -0.69  0.1222
H -10.99 0.65 -1.26  0.1276
H -11.81 1.30 1.58  0.1323
H -11.41 -1.09 1.13  0.0700
H -12.48 -1.02 -0.30  0.0855
H -13.13 -0.79 1.32  0.0754
H -14.23 1.02 0.32  0.0706
H -13.31 1.79 -0.99  0.0767
H -13.48 2.59 0.57  0.0756
H -5.44 -0.50 -2.84  0.1438
H -4.82 -0.31 -1.17  0.1127
H -3.78 1.84 -0.72  0.1010
H -2.80 2.42 -2.05  0.1258
H -1.70 0.11 -2.15  0.0746
H -2.58 -0.32 -0.68  0.0694
H -1.42 1.00 -0.62  0.0720
O 0.47 0.06 4.53  0.1015
C 1.64 0.25 4.24  -0.2689
C 2.13 0.17 2.82  -0.0744
C 1.24 -0.10 1.79  0.0045
C 1.70 -0.15 0.48  -0.0452
C 3.05 0.07 0.20  -0.0484
C 3.93 0.33 1.22  0.0016
C 3.49 0.38 2.53  -0.0825
C 4.48 0.65 3.61  -0.2666
O 5.66 0.77 3.35  0.0894
C 3.98 0.75 5.01  -0.0811
C 4.88 1.03 6.03  -0.0019
C 4.43 1.15 7.33  -0.0559
C 3.08 0.98 7.62  -0.0547
C 2.18 0.69 6.61  -0.0006
C 2.62 0.57 5.30  -0.0820
H 0.20 -0.27 2.02  0.1133
H 1.01 -0.36 -0.33  0.1016
H 3.40 0.04 -0.82  0.1015
H 4.98 0.50 1.02  0.1216
H 5.92 1.17 5.79  0.1180
H 5.13 1.38 8.12  0.1080
H 2.73 1.08 8.64  0.1080
H 1.13 0.56 6.83  0.1203
O 11.50 -3.60 0.46  0.1041
C 11.09 -2.47 0.34  -0.2787
C 11.52 -1.61 -0.81  -0.0831
C 12.39 -2.14 -1.75  -0.0039
C 12.78 -1.38 -2.84  -0.0586
C 12.30 -0.08 -2.99  -0.0584
C 11.45 0.46 -2.04  -0.0036
C 11.05 -0.30 -0.95  -0.0828
C 10.14 0.30 0.07  -0.2779
O 9.78 1.45 -0.03  0.1066
C 9.70 -0.56 1.20  -0.0816
C 8.82 -0.03 2.14  0.0044
C 8.38 -0.82 3.19  -0.0545
C 8.81 -2.14 3.30  -0.0511
C 9.69 -2.66 2.37  -0.0043
C 10.14 -1.88 1.32  -0.0860
H 12.74 -3.16 -1.63  0.1196
H 13.45 -1.80 -3.58  0.1066
H 12.60 0.51 -3.84  0.1067
H 11.07 1.47 -2.14  0.1197
H 8.49 0.99 2.04  0.1212
H 7.69 -0.40 3.91  0.0875
H 8.45 -2.75 4.12  0.1070
H 10.03 -3.69 2.45  0.1192
O 1.25 0.16 -3.77  0.0924
C 1.53 -0.29 -4.86  -0.2759
C 2.57 -1.36 -4.99  -0.0819
C 3.19 -1.84 -3.85  -0.0031
C 4.14 -2.83 -3.95  -0.0534
C 4.48 -3.36 -5.19  -0.0540
C 3.87 -2.88 -6.34  -0.0005
C 2.91 -1.87 -6.24  -0.0811
C 2.28 -1.36 -7.49  -0.2765
O 2.61 -1.77 -8.58  0.1093
C 1.22 -0.32 -7.35  -0.0818
C 0.59 0.16 -8.50  -0.0013
C -0.41 1.11 -8.39  -0.0542
C -0.78 1.60 -7.14  -0.0539
C -0.15 1.14 -6.00  -0.0007
C 0.86 0.18 -6.10  -0.0808
H 2.91 -1.43 -2.89  0.1040
H 4.63 -3.21 -3.05  0.1084
H 5.22 -4.14 -5.27  0.1083
H 4.13 -3.27 -7.31  0.1209
H 0.89 -0.23 -9.46  0.1207
H -0.90 1.47 -9.28  0.1080
H -1.56 2.34 -7.06  0.1088
H -0.42 1.52 -5.03  0.1169

Its total energy is -3414.71790 a.u. Its SMILES is CCCCCCCCO[P@@](=O)(OCCC(C)C)OCOCC.O=C1c2ccccc2C(=O)c2ccccc21.O=C1c2ccccc2C(=O)c2ccccc21.O=C1c2ccccc2C(=O)c2ccccc21.

=====

Entry from OMol25: a molecular structure, C27H28N6O8RuS2 in a non-equilibrium geometry (ωB97M-V/def2-TZVPD).

Last column: Löwdin charge in e.
Geometry (Å):
Ru -0.30 0.30 1.07  1.1824
C -0.58 0.18 -3.27  -0.0367
C -0.58 0.77 -1.88  -0.2362
N -0.92 0.03 -0.86  -0.0927
N -1.43 -1.22 -1.22  -0.0561
C -1.72 -1.99 -0.24  -1.0816
S -1.56 -1.66 1.45  0.6045
S -2.49 -3.55 -0.63  0.8658
C -1.59 -4.07 -2.13  -0.4211
C -0.32 -4.81 -1.84  -0.2932
C -0.30 -6.20 -1.92  -0.0600
C 0.86 -6.91 -1.63  -0.0973
C 2.00 -6.24 -1.24  -0.0991
C 1.99 -4.85 -1.15  -0.0695
C 0.84 -4.14 -1.46  -0.0263
C -0.21 2.18 -1.72  -0.0956
C -0.25 3.01 -2.86  -0.0530
C 0.08 4.35 -2.83  -0.1092
C 0.48 4.92 -1.63  -0.0996
C 0.51 4.16 -0.48  -0.0265
C 0.17 2.79 -0.48  -0.3550
O 0.22 2.19 0.68  -0.2151
H -0.23 -0.84 -3.21  0.0679
H 0.08 0.74 -3.91  0.0710
H -1.59 0.16 -3.69  0.0939
H -1.43 -3.17 -2.72  0.0644
H -2.29 -4.71 -2.67  0.0679
H -1.20 -6.73 -2.21  0.1058
H 0.86 -7.99 -1.70  0.0960
H 2.90 -6.79 -1.00  0.0975
H 2.88 -4.33 -0.84  0.1022
H 0.84 -3.06 -1.38  0.1017
H -0.59 2.59 -3.79  0.0970
H 0.02 4.94 -3.74  0.0917
H 0.76 5.96 -1.58  0.0970
H 0.81 4.58 0.47  0.1124
O 2.00 0.20 4.54  0.0311
C 1.65 0.09 3.38  -0.5811
O 0.49 0.45 2.95  -0.1747
C 2.68 -0.42 2.37  -0.0234
C 3.95 -0.61 2.86  0.0678
C 5.01 -0.94 2.01  -0.1438
C 4.84 -0.98 0.64  0.0743
C 3.57 -0.79 0.14  -0.0565
C 2.43 -0.65 0.98  -0.2575
O 1.25 -0.82 0.50  -0.1950
N 3.45 -0.74 -1.32  -0.3383
O 2.42 -0.34 -1.82  0.0807
O 4.44 -1.08 -1.97  0.0461
N 6.32 -1.20 2.56  -0.3652
O 7.22 -1.50 1.79  0.0490
O 6.46 -1.13 3.77  0.0617
H 4.11 -0.47 3.92  0.1288
H 5.67 -1.14 -0.02  0.1259
C -4.91 2.09 1.98  -0.0484
C -3.74 2.98 1.57  -0.6337
C -3.25 3.81 2.76  -0.0465
C -4.16 3.91 0.43  -0.0459
N -2.68 2.14 0.98  -0.0320
N -1.98 1.31 1.91  -0.0883
H -5.77 2.70 2.25  0.0809
H -4.66 1.47 2.84  0.0750
H -5.18 1.43 1.15  0.0870
H -4.02 4.51 3.09  0.0824
H -2.36 4.38 2.50  0.0876
H -3.01 3.18 3.62  0.0745
H -5.01 4.52 0.73  0.0817
H -4.43 3.33 -0.45  0.0864
H -3.34 4.58 0.15  0.0833
H -1.99 2.72 0.53  0.0855
H -2.60 0.58 2.22  0.0474
H -1.61 1.84 2.70  0.0981

Its total energy is -2867.38533 a.u. As for the total charge: -1. The multiplicity is 2. Its expectation value of S² is 0.75.